No. 1
Entry from the OMol25 dataset: a molecular structure, C50H52BiBrN6O3P at a distorted geometry (ωB97M-V/def2-TZVPD).

Computed properties:
HOMO-LUMO gap: 5.15 eV
HOMO level: -9.254 eV
total charge: +1
maximum force: 5.64 eV/A
LUMO: -4.107 eV

CARTESIAN COORDINATES (ANGSTROEM)
Bi  0.2223  0.3609  0.0578
C  3.7741  0.1260  2.5081
O  2.6037  -0.4462  1.8886
C  2.1779  -1.7196  2.2471
C  3.0528  -2.7266  2.6140
C  2.5290  -3.8768  3.1374
C  1.2071  -4.2551  2.8922
C  0.3320  -3.3259  2.3188
C  0.8310  -2.0435  2.1008
N  -0.0545  -0.9391  1.9779
N  -0.6354  -0.6623  3.1128
C  -0.5795  0.6202  3.6179
C  -0.0447  1.7057  3.0038
O  0.3569  1.7834  1.7525
C  0.0458  2.8804  3.8374
C  -0.6397  3.0166  5.0444
C  -1.4213  1.9453  5.6067
C  -2.2982  2.0861  6.6803
C  -2.9799  0.9741  7.1708
C  -2.9448  -0.2259  6.4561
C  -2.0214  -0.4252  5.4440
C  -1.2884  0.6364  4.9418
H  4.5790  -0.5851  2.6173
H  3.5406  0.5146  3.5250
H  4.0891  1.0334  2.0223
H  4.1440  -2.5181  2.6168
H  3.1969  -4.5433  3.7030
H  0.8387  -5.2883  3.1202
H  -0.7145  -3.5705  2.2284
H  0.6182  3.6910  3.4670
H  -0.5126  3.9277  5.6252
H  -2.4429  3.0646  7.0947
H  -3.5996  1.1038  8.0449
H  -3.6968  -1.0245  6.6930
H  -1.9552  -1.3861  4.9373
O  2.1773  5.9230  3.1548
C  3.3142  5.1565  2.9819
C  4.1358  4.6908  4.0435
C  5.1866  3.8491  3.7219
N  5.6107  3.5773  2.4892
C  4.8393  4.0570  1.5180
Br  5.4080  3.7077  -0.2441
C  3.6599  4.7603  1.6945
H  2.1620  6.4328  3.9597
H  3.7822  4.7538  5.0733
H  5.6811  3.3466  4.5895
H  3.0323  5.0473  0.8014
C  3.5500  -0.4114  -4.5042
C  2.9855  0.1451  -3.1395
C  2.2108  1.4587  -3.3194
P  1.8836  -0.9438  -2.1024
C  2.9402  -2.2950  -1.4411
C  4.4616  -2.2659  -1.7533
C  2.3727  -3.7023  -1.7620
C  0.7657  -1.6673  -3.3069
C  1.1680  -2.4001  -4.3632
C  0.2892  -2.7993  -5.3619
C  0.7994  -3.4687  -6.6118
C  -1.0745  -2.4611  -5.2612
C  -1.5277  -1.7507  -4.1644
C  -0.6419  -1.2819  -3.1337
N  -1.0843  -0.6756  -1.9657
C  -2.3361  -0.2968  -1.6038
C  -3.3706  -1.1887  -0.8657
C  -3.1079  -2.6006  -0.7291
C  -4.8387  -0.7045  -1.0110
C  -5.2150  0.1422  -2.1990
C  -6.6317  0.1589  -2.6897
C  -4.2823  0.9527  -2.7410
C  -2.8736  1.0358  -2.2833
C  -2.0394  1.6523  -3.3924
H  4.5479  -0.0433  -4.6317
H  2.8908  -0.1829  -5.3046
H  3.6079  -1.5014  -4.4485
H  3.8664  0.3582  -2.5097
H  1.3374  1.4063  -4.0050
H  2.9204  2.1827  -3.7400
H  1.8487  1.7729  -2.3734
H  2.8781  -2.2272  -0.3379
H  4.6805  -2.3219  -2.8465
H  5.0029  -3.0921  -1.2843
H  4.9206  -1.3425  -1.4427
H  2.6982  -4.0709  -2.7434
H  1.2143  -3.6995  -1.7809
H  2.6651  -4.4455  -1.0193
H  2.2907  -2.6920  -4.4291
H  1.2386  -4.5160  -6.4705
H  1.5989  -2.8944  -7.1207
H  -0.0143  -3.5883  -7.3775
H  -1.7816  -2.8373  -5.9828
H  -2.5248  -1.3901  -4.1273
H  -2.0531  -2.8566  -0.4758
H  -3.3841  -3.2258  -1.5939
H  -3.7391  -2.9638  0.1269
H  -5.4815  -1.5780  -0.8323
H  -6.7862  -0.6449  -3.4602
H  -6.9745  1.1165  -3.1539
H  -7.3575  -0.0810  -1.8575
H  -4.4356  1.5005  -3.6825
H  -2.5250  2.6223  -3.6676
H  -2.0477  0.9937  -4.2974
H  -0.9961  1.7696  -3.1010
N  -3.6608  4.9543  -0.0731
C  -3.7144  3.7914  -0.1072
C  -3.7186  2.4132  -0.1812
C  -4.7647  1.6701  0.2669
C  -4.6433  0.2157  0.3156
C  -3.2079  -0.2952  0.4201
N  -2.0950  0.5259  -0.1535
C  -2.5694  1.7610  -0.8326
H  -5.6597  2.1744  0.5321
H  -5.3047  -0.2072  1.1221
H  -2.8277  -0.6879  1.3786
H  -1.6425  2.3147  -0.9011

Atoms 1-2, force components in eV/Å:
-0.26 -0.48 -0.56
-0.67 0.13 1.59

No. 2
Entry from the OMol25 dataset: a molecular structure, C50H52CsN2O3P2STe (ωB97M-V/def2-TZVPD).

Computed properties:
HOMO-LUMO gap: 5.16 eV
HOMO level: -3.208 eV
total charge: -1
maximum force: 0.49 eV/A
LUMO: 1.948 eV

CARTESIAN COORDINATES (ANGSTROEM)
Cs  -0.3039  -0.3737  0.7105
C  -4.8796  -1.1924  2.4909
C  -3.3461  -1.2789  2.4007
O  -2.8817  -1.3970  1.2326
C  -2.7080  -1.2146  3.6437
C  -1.3445  -1.3279  4.1033
C  -1.1672  -1.1690  5.6021
N  -0.3136  -1.5366  3.3417
N  0.9047  -1.5455  4.0347
C  1.9573  -1.5537  3.2510
O  2.0367  -1.5603  1.9772
C  3.2689  -1.5352  4.0088
C  4.4555  -1.5023  3.2825
C  5.6836  -1.4287  3.9295
C  5.7403  -1.3867  5.3150
C  4.5581  -1.4224  6.0484
C  3.3342  -1.4947  5.4019
H  -5.2858  -1.0939  1.4843
H  -5.2026  -0.3417  3.0939
H  -5.2867  -2.0967  2.9493
H  -3.4137  -1.0936  4.4584
H  -2.1319  -1.1416  6.1061
H  -0.6230  -0.2482  5.8247
H  -0.5596  -1.9813  6.0002
H  4.3829  -1.5338  2.2028
H  6.5984  -1.4072  3.3482
H  6.6967  -1.3318  5.8218
H  4.5931  -1.3913  7.1315
H  2.4038  -1.5140  5.9535
C  -0.6544  1.6782  -3.5480
C  -0.6411  1.6156  -2.0246
P  -0.6105  3.1899  -1.0594
C  -1.8576  4.1187  -2.0433
C  -1.5856  4.8756  -3.1826
C  -2.6137  5.4690  -3.9009
C  -3.9327  5.3028  -3.5003
C  -4.2169  4.5471  -2.3724
C  -3.1855  3.9686  -1.6460
C  0.9552  3.9806  -1.5700
C  2.0290  3.2579  -2.0827
C  3.2509  3.8728  -2.3220
C  3.4231  5.2205  -2.0435
C  2.3654  5.9489  -1.5137
C  1.1481  5.3308  -1.2726
P  -0.4459  -0.0329  -4.2329
C  -1.0854  0.1899  -5.9375
C  -1.0705  1.4183  -6.5947
C  -1.5027  1.5271  -7.9113
C  -1.9610  0.4098  -8.5902
C  -1.9800  -0.8211  -7.9456
C  -1.5415  -0.9290  -6.6367
C  -1.8928  -0.8181  -3.4246
C  -3.1981  -0.3930  -3.6745
C  -4.2523  -0.8834  -2.9195
C  -4.0157  -1.7949  -1.8966
C  -2.7279  -2.2413  -1.6514
C  -1.6765  -1.7618  -2.4206
H  0.1628  2.3068  -3.9152
H  -1.5922  2.1163  -3.8992
H  0.1895  0.9966  -1.6718
H  -1.5477  1.0955  -1.6886
H  -0.5622  4.9960  -3.5157
H  -2.3843  6.0541  -4.7832
H  -4.7352  5.7601  -4.0653
H  -5.2419  4.4118  -2.0510
H  -3.4132  3.3888  -0.7577
H  1.9288  2.1984  -2.2815
H  4.0716  3.2901  -2.7216
H  4.3770  5.6985  -2.2283
H  2.4904  6.9991  -1.2801
H  0.3347  5.9061  -0.8431
H  -0.7257  2.3071  -6.0820
H  -1.4858  2.4927  -8.4016
H  -2.3037  0.4951  -9.6137
H  -2.3391  -1.7008  -8.4652
H  -1.5661  -1.8937  -6.1420
H  -3.3880  0.3379  -4.4537
H  -5.2594  -0.5335  -3.1124
H  -4.8280  -2.1382  -1.2701
H  -2.5325  -2.9091  -0.8233
H  -0.6645  -2.0982  -2.2136
C  0.3487  -5.8809  -0.1243
Te  1.2897  -4.0127  0.4065
C  0.3255  -4.3898  2.2781
C  0.1580  -5.8790  2.3564
C  -0.0078  -6.5322  3.5732
C  -0.1595  -7.9103  3.6216
C  -0.1481  -8.6495  2.4468
C  0.0132  -8.0037  1.2290
C  0.1673  -6.6229  1.1736
H  0.9624  -6.4425  -0.8274
H  -0.6142  -5.6759  -0.5952
H  -0.6241  -3.8562  2.2815
H  0.9264  -3.9831  3.0870
H  -0.0080  -5.9509  4.4878
H  -0.2770  -8.4076  4.5766
H  -0.2567  -9.7268  2.4781
H  0.0283  -8.5779  0.3092
O  1.8093  1.8938  0.8289
S  3.1622  1.7692  1.4844
C  2.9013  1.8829  3.2709
C  2.7261  3.3601  3.5792
C  3.8597  4.0521  2.8223
C  3.8516  3.4691  1.4092
H  3.7922  1.4592  3.7433
H  2.0547  1.2320  3.4983
H  2.7624  3.5559  4.6515
H  1.7567  3.6993  3.2065
H  4.8098  3.8297  3.3155
H  3.7498  5.1376  2.7997
H  4.8257  3.4513  0.9231
H  3.1392  3.9801  0.7579

Atoms 1-2, force components in eV/Å:
0.14 -0.03 0.07
0.01 0.01 -0.06

No. 3
Entry from the OMol25 dataset: a molecular structure, C50H52N6O8Re at a distorted geometry (ωB97M-V/def2-TZVPD).

Computed properties:
<S²>: 3.772
spin multiplicity: 4
HOMO-LUMO gap (spin up / spin down): 5.77 / 5.63 eV
HOMO level (spin up / spin down): -7.324 / -7.310 eV
total charge: 0
maximum force: 2.31 eV/A
LUMO (spin up / spin down): -1.549 / -1.683 eV

CARTESIAN COORDINATES (ANGSTROEM)
Re  -0.2826  -0.2225  -0.4561
C  -4.7601  2.2693  2.8493
C  -5.2435  1.1601  1.9026
C  -4.1070  0.2849  1.4776
C  -3.7294  -0.9028  2.0272
C  -4.3735  -1.6695  3.1370
C  -5.3405  -2.7372  2.6090
C  -2.5528  -1.3331  1.3133
N  -2.1801  -0.3754  0.4228
C  -3.1355  0.5991  0.4581
C  -3.1798  1.6873  -0.3867
C  -2.2727  1.9787  -1.3920
C  -2.2987  3.1679  -2.1938
C  -3.2860  4.2867  -2.0878
C  -2.8427  5.3208  -1.0438
C  -1.2039  3.1211  -3.0107
C  -0.5164  1.8966  -2.7170
C  0.6691  1.5104  -3.3196
C  1.4097  0.3900  -3.0128
N  1.0844  -0.5239  -2.0517
C  1.9514  -1.5640  -2.1926
C  1.8574  -2.7653  -1.5199
C  0.8622  -3.1231  -0.6312
N  -0.2069  -2.3473  -0.2759
C  -0.8612  -3.0227  0.7194
C  -1.9404  -2.5602  1.4470
C  -0.2170  -4.2932  0.9613
C  0.8496  -4.3621  0.1142
C  1.9127  -5.3995  -0.1108
C  1.8207  -6.7121  0.6618
C  -0.7221  -5.2707  1.9787
C  -1.8881  -6.1118  1.4454
C  2.9305  -1.2550  -3.2074
C  2.5984  -0.0348  -3.7106
C  3.3067  0.7585  -4.7625
C  2.7470  0.5056  -6.1677
C  4.1068  -2.1111  -3.5532
C  5.2280  -1.9374  -2.5185
N  -1.1862  1.2094  -1.7328
C  -0.7594  4.1506  -4.0003
C  -1.1864  3.8183  -5.4352
H  -5.6018  2.7735  3.3250
H  -4.1760  3.0117  2.3043
H  -4.1262  1.8428  3.6275
H  -5.7307  1.6038  1.0319
H  -5.9910  0.5478  2.4093
H  -4.9143  -0.9829  3.7900
H  -3.5936  -2.1394  3.7393
H  -6.1361  -2.2740  2.0242
H  -5.7900  -3.2919  3.4334
H  -4.8212  -3.4436  1.9600
H  -3.9901  2.3904  -0.2437
H  -4.2723  3.8986  -1.8273
H  -3.3718  4.7694  -3.0629
H  -2.7563  4.8604  -0.0594
H  -3.5586  6.1415  -0.9862
H  -1.8664  5.7326  -1.3042
H  1.0452  2.1546  -4.1028
H  2.6230  -3.5010  -1.7213
H  -2.3356  -3.2185  2.2071
H  2.8779  -4.9384  0.1213
H  1.9248  -5.6331  -1.1796
H  1.9872  -6.5611  1.7275
H  2.5977  -7.3873  0.3033
H  0.8591  -7.2044  0.5158
H  -1.0449  -4.7254  2.8674
H  0.0831  -5.9298  2.2876
H  -2.7249  -5.4780  1.1490
H  -2.2334  -6.8081  2.2106
H  -1.5786  -6.6898  0.5738
H  4.3668  0.5001  -4.7439
H  3.2259  1.8204  -4.5225
H  2.8288  -0.5507  -6.4261
H  3.3009  1.0859  -6.9063
H  1.6941  0.7845  -6.2233
H  4.4778  -1.8368  -4.5417
H  3.8063  -3.1599  -3.5970
H  5.5573  -0.8982  -2.4910
H  6.0851  -2.5664  -2.7615
H  4.8731  -2.2014  -1.5216
H  0.3277  4.2495  -3.9604
H  -1.1757  5.1197  -3.7216
H  -0.7756  2.8607  -5.7576
H  -0.8342  4.5915  -6.1192
H  -2.2727  3.7642  -5.5121
O  2.0978  1.6024  -0.2263
C  1.9792  2.8096  -0.1200
C  0.9020  3.5277  0.5108
C  1.0379  4.9031  0.6713
C  0.1357  5.6236  1.4188
C  -0.9179  4.9624  2.0792
C  -1.0880  3.6221  1.9200
C  -0.2231  2.8354  1.0856
O  -0.5092  1.6108  0.9270
N  0.2822  7.0517  1.5427
O  -0.5447  7.6593  2.2058
O  1.2225  7.5901  0.9756
H  2.8057  3.4600  -0.4756
H  1.8760  5.4219  0.2219
H  -1.5817  5.5467  2.7012
H  -1.8867  3.0893  2.4194
O  -0.1345  -0.5124  2.8953
C  0.9308  -0.6843  2.3287
O  1.1534  -0.6808  1.0526
C  2.1790  -0.9894  3.1339
C  3.3847  -1.2560  2.4913
C  4.4994  -1.6118  3.2277
C  4.3927  -1.6954  4.6082
C  3.2033  -1.4136  5.2642
C  2.0935  -1.0609  4.5185
N  5.5624  -2.1026  5.3874
O  6.5892  -2.3569  4.7845
O  5.4444  -2.1678  6.5974
H  3.4262  -1.1852  1.4136
H  5.4446  -1.8326  2.7546
H  3.1652  -1.4846  6.3410
H  1.1465  -0.8459  4.9939

Atoms 1-2, force components in eV/Å:
0.71 0.36 2.17
-0.10 -0.09 -0.07

No. 4
Entry from the OMol25 dataset: 9 unconnected molecules or ions with the total composition C50H55N6O8 at a distorted geometry (ωB97M-V/def2-TZVPD).

Computed properties:
HOMO-LUMO gap: 8.03 eV
HOMO level: -10.604 eV
total charge: +1
maximum force: 16.39 eV/A
LUMO: -2.570 eV

CARTESIAN COORDINATES (ANGSTROEM)
C  -10.4300  23.6688  -18.3364
C  -10.7007  24.8051  -19.3553
N  -11.4113  25.8778  -18.5833
C  -12.8198  25.9177  -18.2342
C  -13.0633  27.1956  -17.9485
N  -11.8928  28.0170  -18.2245
C  -10.9551  27.1475  -18.6315
C  -11.8128  29.5299  -18.0945
H  -9.5697  23.8467  -17.5628
H  -10.1067  22.7383  -18.7334
H  -11.1335  23.5736  -17.5438
H  -11.3967  24.3794  -20.1074
H  -9.8473  25.3574  -19.8047
H  -13.4012  25.1474  -18.2202
H  -13.9562  27.6381  -17.7249
H  -9.9276  27.4698  -18.8618
H  -12.1976  29.7363  -16.9843
H  -12.5626  29.9323  -18.8573
H  -10.9531  29.9980  -18.2393
N  -14.3580  31.4385  -13.6271
C  -15.1414  30.4761  -14.2141
C  -14.5787  29.1966  -14.6291
C  -13.2054  29.0231  -14.5028
C  -12.3719  30.0227  -13.8699
C  -13.0225  31.2600  -13.5492
H  -16.1062  30.7967  -14.3380
H  -15.0955  28.5952  -15.2629
H  -12.7939  28.1327  -14.8723
H  -11.3543  29.7357  -13.7741
H  -12.6423  32.0161  -13.2650
N  -7.3567  23.6090  -20.6292
C  -8.0131  24.0760  -21.6074
C  -8.2728  23.3642  -22.8101
C  -7.9652  22.0460  -22.9365
C  -7.2800  21.4563  -21.7680
C  -7.0433  22.3312  -20.6897
H  -8.4946  24.9669  -21.4545
H  -8.9641  23.8647  -23.6734
H  -8.1240  21.3841  -23.7148
H  -7.0089  20.4629  -21.8785
H  -6.4364  22.1876  -19.8189
N  -13.5455  21.7765  -15.3091
C  -12.5754  21.2148  -15.9799
C  -12.6745  20.8742  -17.3593
C  -13.8726  21.2069  -18.0484
C  -14.8070  21.9971  -17.4111
C  -14.7310  22.2091  -16.0378
H  -11.7089  20.8839  -15.3678
H  -11.8622  20.6109  -17.8497
H  -13.8680  20.9123  -18.9939
H  -15.6181  22.3399  -17.7155
H  -15.4621  22.6688  -15.5905
N  -9.2621  26.8179  -15.9478
C  -7.9865  26.4883  -16.1727
C  -7.5248  25.1490  -15.8890
C  -8.3175  24.2722  -15.3019
C  -9.5422  24.6502  -14.9578
C  -10.1093  25.8687  -15.4617
H  -7.3245  26.8978  -16.7176
H  -6.5013  24.9751  -16.1388
H  -7.8971  23.2284  -14.8370
H  -10.1888  24.2199  -14.1224
H  -11.0225  25.9735  -15.2924
C  -13.3797  22.8807  -21.5578
C  -13.5882  21.3804  -21.7626
C  -14.9124  20.8244  -21.6702
C  -15.9616  21.6291  -21.1681
C  -15.7986  22.9622  -20.8933
C  -14.4476  23.5388  -21.1021
O  -14.2891  24.8608  -20.6907
O  -15.1332  19.5056  -21.9687
H  -12.3524  23.3480  -21.8957
H  -12.7804  21.0509  -22.3308
H  -16.9576  21.2100  -20.9599
H  -16.4225  23.4288  -20.4964
H  -15.0269  25.2265  -20.3212
H  -14.1183  19.3953  -22.3910
C  -17.8554  24.9651  -13.7541
C  -16.7023  25.3694  -14.6992
C  -17.0066  25.7089  -15.9938
C  -18.3118  25.6044  -16.5295
C  -19.3572  25.1957  -15.6804
C  -19.0946  24.8602  -14.3441
O  -20.0882  24.2970  -13.5057
O  -16.1093  26.3460  -16.8133
H  -17.4722  24.5931  -12.8465
H  -15.7262  25.4129  -14.3314
H  -18.5055  25.7544  -17.4868
H  -20.3359  25.1103  -16.1402
H  -20.9817  24.6558  -13.9060
H  -16.1466  26.2467  -17.7648
C  -14.5434  32.9487  -18.6675
C  -15.1891  31.8513  -17.7605
C  -15.7315  30.7048  -18.3961
C  -15.6625  30.6508  -19.7686
C  -15.1969  31.7343  -20.6125
C  -14.6849  32.8068  -20.0434
O  -14.2211  33.8782  -20.8448
O  -16.1505  29.6318  -17.6977
H  -14.0851  33.6488  -18.2091
H  -15.1783  31.9376  -16.8107
H  -15.9280  29.6461  -20.2158
H  -15.2839  31.5552  -21.8770
H  -14.7032  34.7720  -20.4700
H  -16.2099  28.7384  -18.1259
C  -11.4141  26.0679  -23.0840
C  -11.5788  27.0620  -22.1078
C  -10.4890  27.8608  -21.9114
C  -9.4269  27.7394  -22.7954
C  -9.3418  26.7852  -23.7924
C  -10.4198  25.9893  -24.0629
O  -10.4364  25.1060  -25.1715
O  -10.4358  28.8841  -20.9926
H  -12.1563  25.2919  -23.1525
H  -12.3252  27.0906  -21.2280
H  -8.6324  28.6053  -22.8320
H  -8.4916  27.0344  -24.4378
H  -11.1853  24.6783  -25.2544
H  -9.7639  29.5065  -21.3562

Atoms 1-2, force components in eV/Å:
3.28 1.35 1.69
-0.60 -0.57 1.62